{
  "formula": "C2H6N4S4",
  "method": "ωB97M-V/def2-TZVPD",
  "homo_lumo_gap_ev": 8.5,
  "smiles": "NNC(=S)SSC(=S)NN",
  "e_tot_ev": -51471.40767,
  "e_lumo_ev": -0.431,
  "de_lowest_kcal_mol": 0.5,
  "spin_multiplicity": 1,
  "charge": 0,
  "species": ["C", "C", "H", "H", "H", "H", "H", "H", "N", "N", "N", "N", "S", "S", "S", "S"],
  "xyz": [[-1.93, 0.29, -0.11], [1.77, -0.10, 0.04], [-1.42, -2.35, -1.04], [-2.69, -2.28, 0.01], [-2.90, -0.27, -1.78], [0.57, 1.49, 0.57], [2.55, 2.14, -1.14], [3.26, 2.04, 0.36], [-2.36, -2.00, -0.90], [-2.37, -0.62, -1.00], [1.47, 1.18, 0.20], [2.35, 2.21, -0.13], [-2.22, 1.90, -0.24], [-1.03, -0.32, 1.33], [0.57, -1.34, 0.51], [3.17, -0.71, -0.58]],
  "nbo_charge": [-0.103, -0.087, 0.367, 0.361, 0.404, 0.423, 0.364, 0.367, -0.634, -0.428, -0.434, -0.630, -0.098, 0.107, 0.170, -0.150]
}